No. 1
{"formula": "C46H43N5O8P2SY", "method": "wB97M-V/def2-TZVPD", "symbols": ["Y", "S", "P", "P", "O", "O", "O", "O", "O", "O", "O", "O", "N", "N", "N", "N", "N", "C", "C", "C", "C", "C", "C", "C", "C", "C", "C", "C", "C", "C", "C", "C", "C", "C", "C", "C", "C", "C", "C", "C", "C", "C", "C", "C", "C", "C", "C", "C", "C", "C", "C", "C", "C", "C", "C", "C", "C", "C", "C", "C", "C", "C", "C", "H", "H", "H", "H", "H", "H", "H", "H", "H", "H", "H", "H", "H", "H", "H", "H", "H", "H", "H", "H", "H", "H", "H", "H", "H", "H", "H", "H", "H", "H", "H", "H", "H", "H", "H", "H", "H", "H", "H", "H", "H", "H", "H"], "coordinates": [[-0.108, 0.932, -0.417], [-2.886, 0.086, -0.478], [0.802, -0.287, 1.972], [2.619, 0.280, -0.342], [-1.222, 2.677, -1.399], [1.683, 3.676, -0.404], [-1.649, 3.835, -3.256], [0.222, 2.756, -7.015], [-1.980, -0.994, 0.062], [-2.318, 1.068, 2.286], [-1.083, 3.930, -5.655], [-0.054, -0.991, -1.058], [2.394, -0.161, 1.332], [1.036, 1.076, -5.008], [0.900, 2.945, 0.300], [-1.540, 1.770, 1.337], [0.527, 0.984, -2.855], [-0.178, 5.017, 1.206], [-0.070, -2.931, 1.417], [-0.827, 2.671, 1.924], [-0.146, 2.016, -3.431], [1.140, -1.416, -2.229], [0.029, 3.547, 1.064], [6.498, 0.181, -1.663], [0.148, 2.098, -4.769], [-0.830, 2.936, 3.396], [0.821, -4.901, 2.481], [2.159, 0.925, 4.132], [4.442, 0.365, -0.410], [-3.624, -2.040, -2.049], [1.063, 0.183, 3.718], [0.761, -2.122, 2.180], [-3.784, -0.688, -1.822], [0.099, -0.175, 4.660], [-4.683, -1.021, 1.321], [-4.362, 0.106, 0.588], [5.116, 0.106, -1.598], [1.593, -3.744, -2.514], [6.572, 0.816, 0.646], [0.241, 0.177, 5.990], [1.655, -4.101, 3.251], [-0.239, 2.960, -5.909], [-5.132, 1.255, 0.669], [5.186, 0.741, 0.705], [-6.251, 1.268, 1.484], [1.624, -2.726, 3.097], [2.308, 1.280, 5.469], [-6.590, 0.137, 2.218], [0.813, -2.697, -2.894], [1.290, 0.406, -3.888], [2.690, -3.664, -1.509], [-1.080, 2.918, -2.637], [3.027, -2.482, -0.827], [7.233, 0.531, -0.538], [2.285, -0.786, -3.778], [-4.593, 0.085, -2.640], [2.325, -1.337, -1.130], [-5.273, -0.514, -3.687], [-5.131, -1.877, -3.916], [-5.805, -1.005, 2.137], [-0.037, -4.313, 1.567], [1.354, 0.907, 6.400], [-4.305, -2.637, -3.100], [-5.910, 0.082, -4.327], [0.014, -2.769, -3.618], [-6.062, -1.885, 2.711], [7.002, -0.033, -2.597], [-1.736, 3.483, 3.674], [-4.698, 1.151, -2.469], [3.171, 1.857, 5.778], [-0.720, -2.496, 0.681], [8.313, 0.590, -0.588], [0.846, -5.978, 2.592], [-2.649, 0.303, 1.816], [0.621, 5.472, 1.800], [-0.516, -0.112, 6.708], [3.235, -4.570, -1.276], [-0.806, 2.006, 3.952], [4.686, 0.986, 1.633], [2.287, -2.120, 3.706], [2.333, -4.549, 3.968], [1.970, -1.596, -4.427], [-5.660, -2.345, -4.736], [-2.968, -2.621, -1.414], [-1.343, 3.931, -4.674], [0.604, -0.556, -2.474], [1.437, 0.893, -5.915], [2.293, -1.229, -2.406], [1.468, 1.186, 7.440], [-0.191, 5.484, 0.220], [-7.463, 0.148, 2.857], [-0.679, -4.930, 0.952], [-0.776, -0.738, 4.354], [1.409, -4.715, -2.967], [4.564, -0.163, -2.487], [-1.132, 5.221, 1.695], [7.132, 1.103, 1.527], [0.040, 3.530, 3.666], [2.902, 1.240, 3.411], [-4.186, -3.697, -3.282], [-4.860, 2.140, 0.105], [3.314, -0.523, -4.073], [-4.058, -1.905, 1.257], [3.814, -2.492, -0.080], [-6.858, 2.161, 1.553], [2.943, -0.984, 1.572]], "forces_ev_per_angstrom": [[-0.51, -0.01, -1.25], [-1.20, -1.73, -0.37], [1.17, -1.13, -0.04], [-0.21, -2.07, -0.29], [-0.14, -0.25, -1.13], [0.16, -0.27, -0.12], [-0.20, 0.03, 0.33], [0.11, -0.14, -0.01], [-2.23, 1.36, 1.17], [0.51, 0.42, 0.46], [0.14, 0.03, -0.68], [0.16, -1.28, 0.42], [0.38, 0.32, 0.32], [-0.12, 0.33, 0.04], [0.01, 1.29, 0.51], [-0.11, 0.41, 1.67], [1.24, 0.86, -2.39], [0.30, 0.01, -0.03], [-0.06, -0.13, -0.07], [0.25, 0.71, -0.94], [-0.24, 0.60, -0.09], [-4.82, -1.99, 4.90], [-0.42, -0.92, 0.95], [0.04, 0.07, 0.09], [-0.03, 0.05, -0.33], [-0.34, 0.18, -0.02], [-0.02, -0.01, 0.00], [0.16, 0.15, 0.01], [0.00, 0.38, 0.43], [0.13, -0.28, 0.11], [-0.11, 0.04, 0.04], [-0.22, 0.07, 0.30], [0.10, 0.06, -0.39], [-0.07, -0.14, 0.05], [0.07, -0.29, 0.02], [-0.13, 0.38, -0.21], [0.02, -0.06, -0.21], [0.43, 0.35, 0.70], [0.03, -0.01, -0.05], [0.06, 0.06, 0.03], [0.03, -0.06, -0.04], [-0.17, 0.12, 0.09], [-0.01, 0.17, -0.10], [0.05, 0.06, 0.14], [-0.08, -0.10, 0.04], [0.11, 0.08, 0.09], [-0.08, 0.02, 0.03], [0.02, 0.01, -0.02], [1.05, -1.19, 2.04], [0.68, 0.18, 1.19], [-0.30, 0.18, -0.31], [0.25, -0.20, 0.12], [-1.12, -1.76, -1.42], [0.01, -0.01, -0.02], [0.50, 2.06, -1.82], [-0.03, 0.19, 0.00], [-0.14, 1.12, 0.48], [-0.03, -0.11, -0.02], [0.02, 0.00, 0.03], [-0.03, 0.09, 0.00], [0.06, -0.01, 0.06], [-0.04, 0.00, 0.00], [-0.09, 0.10, -0.04], [0.02, 0.02, -0.01], [-0.10, 0.12, 0.10], [0.00, -0.01, 0.00], [-0.01, 0.00, -0.01], [0.00, -0.06, 0.08], [0.06, 0.00, 0.01], [0.01, 0.00, -0.01], [0.03, 0.17, -0.18], [0.01, -0.01, 0.00], [0.00, 0.00, 0.00], [0.14, -0.45, 0.04], [0.01, 0.14, -0.13], [0.00, 0.00, 0.01], [-0.05, -0.07, -0.08], [-0.15, -0.03, 0.02], [-0.07, -0.05, -0.02], [-0.05, 0.03, 0.02], [0.01, 0.00, 0.00], [-0.06, 0.06, -0.17], [0.00, 0.01, -0.02], [0.11, 0.11, -0.01], [-0.07, 0.01, 0.35], [0.91, -0.48, -1.00], [-0.01, 0.03, 0.00], [4.14, 1.66, -3.14], [0.00, -0.01, 0.01], [0.13, -0.02, -0.02], [0.00, 0.01, 0.01], [0.00, 0.01, -0.02], [0.03, -0.02, -0.05], [0.12, -0.06, 0.05], [-0.09, -0.09, 0.05], [0.00, 0.00, 0.02], [0.00, 0.00, 0.01], [-0.01, 0.07, -0.07], [-0.03, -0.08, -0.08], [0.02, -0.01, 0.00], [0.08, -0.01, 0.02], [-0.22, 0.43, -0.18], [0.06, 0.05, -0.04], [0.02, 0.04, -0.03], [0.01, 0.02, 0.00], [0.08, 0.07, 0.05]], "e_homo_ev": -3.0, "relative_energy_ev": 10.471, "homo_lumo_gap_ev": 5.1, "spin_multiplicity": 1, "total_charge": -1, "energy_ev": -102680.3357}

No. 2
{"formula": "C46H43NO29S", "method": "wB97M-V/def2-TZVPD", "symbols": ["S", "O", "O", "O", "O", "O", "O", "O", "O", "O", "O", "O", "O", "O", "O", "O", "O", "O", "O", "O", "O", "O", "O", "O", "O", "O", "O", "O", "O", "O", "N", "C", "C", "C", "C", "C", "C", "C", "C", "C", "C", "C", "C", "C", "C", "C", "C", "C", "C", "C", "C", "C", "C", "C", "C", "C", "C", "C", "C", "C", "C", "C", "C", "C", "C", "C", "C", "C", "C", "C", "C", "C", "C", "C", "C", "C", "C", "H", "H", "H", "H", "H", "H", "H", "H", "H", "H", "H", "H", "H", "H", "H", "H", "H", "H", "H", "H", "H", "H", "H", "H", "H", "H", "H", "H", "H", "H", "H", "H", "H", "H", "H", "H", "H", "H", "H", "H", "H", "H", "H"], "coordinates": [[0.323, -3.352, -3.542], [-5.504, 2.577, 4.060], [1.297, 2.510, -6.606], [-8.009, -1.434, 4.081], [-0.193, -4.214, -2.162], [-0.238, -9.205, -8.417], [1.131, -7.193, -3.696], [-1.994, 3.134, -2.372], [0.119, 1.789, 3.088], [4.840, -7.351, 3.296], [-7.725, -1.388, 6.811], [-1.821, 4.196, 0.153], [4.020, 5.872, 6.943], [1.566, -1.181, -3.771], [-2.381, 2.169, 2.021], [1.751, -3.887, -3.950], [0.491, -1.662, -3.213], [-3.624, 5.359, 5.282], [1.044, -6.778, -8.405], [-1.925, 7.363, -4.487], [-0.070, -9.661, -3.714], [6.765, -6.708, 1.447], [-1.093, 5.045, 6.297], [1.704, -6.589, -0.161], [5.945, 6.514, 5.094], [3.634, -6.034, -2.032], [-1.662, 8.420, -1.967], [-5.145, 2.575, 6.781], [2.814, 7.188, 1.615], [0.884, 6.633, 3.486], [3.058, 1.306, -3.826], [0.838, -7.650, -4.795], [0.086, -8.763, -7.320], [-6.756, 0.571, 4.004], [-1.971, 5.219, -3.488], [3.223, -6.990, 1.607], [-1.829, 5.011, -0.964], [0.938, 1.733, -5.374], [2.868, -6.638, 0.223], [1.890, 2.227, -4.102], [2.944, 0.590, -2.498], [-0.655, 1.936, -4.954], [-1.379, 4.361, 5.320], [-2.729, 4.479, 4.702], [2.630, -1.004, -2.728], [-0.767, 2.689, 3.651], [5.604, -6.693, 1.054], [1.124, -6.930, -6.046], [3.974, -6.339, -0.727], [-0.430, 3.407, 4.725], [-7.308, -0.420, 4.707], [0.776, -7.447, -7.226], [-1.743, 6.338, -0.848], [4.784, 6.530, 4.702], [-0.178, -9.494, -6.071], [3.154, 6.883, 2.921], [-0.539, -2.933, 1.321], [0.067, -2.621, -0.170], [-3.064, 3.764, 3.627], [-2.107, 2.828, 3.017], [-1.889, 6.546, -3.372], [4.429, 6.858, 3.312], [2.047, 6.585, 3.871], [-6.424, 0.586, 6.861], [2.403, 6.233, 5.254], [-2.858, -0.924, 1.608], [4.499, -7.018, 1.997], [-6.009, 1.645, 4.677], [-7.191, -0.474, 6.190], [3.678, 6.204, 5.645], [0.635, -3.928, -0.980], [5.250, -6.364, -0.336], [-1.893, -1.973, 1.526], [-1.936, 4.357, -2.297], [0.173, -8.979, -4.891], [-5.869, 1.576, 6.158], [-1.754, 7.200, -2.041], [-2.067, 4.731, -4.450], [0.822, -1.731, -0.074], [-0.664, -10.458, -6.155], [4.018, 0.668, -1.988], [5.243, 7.076, 2.632], [5.820, -7.298, 3.329], [-1.847, 8.279, -4.142], [6.064, -6.147, -1.015], [2.281, -1.550, -1.735], [5.000, 5.924, 6.976], [2.654, -6.081, -2.064], [-3.721, -0.151, 1.323], [-1.662, 6.827, 0.114], [3.926, 1.918, -3.810], [3.572, -1.602, -3.144], [-0.845, -2.203, -0.818], [-3.146, 5.755, 6.042], [0.273, -9.081, -3.000], [-8.310, -2.028, 4.803], [1.624, -5.973, -5.963], [-0.850, -4.063, 1.424], [-1.893, 3.279, -0.193], [-0.758, 1.692, -3.795], [1.833, 7.142, 1.583], [-1.264, 1.099, -5.534], [0.549, -4.889, -0.277], [0.695, -7.355, -9.119], [-1.043, 3.027, -5.182], [0.299, -2.680, 2.132], [1.589, 6.000, 5.930], [-6.332, 0.525, 7.938], [2.410, -7.222, 2.283], [1.789, -3.818, -1.226], [-0.358, 1.397, 2.324], [-4.849, 3.172, 6.060], [0.542, 3.318, 5.194], [1.243, 2.463, -3.142], [2.164, 1.052, -1.752], [1.090, 0.592, -5.645], [-4.041, 3.842, 3.167], [-6.835, 0.624, 2.926], [1.902, 1.866, -7.100], [2.342, 3.277, -4.446]], "forces_ev_per_angstrom": [[3.36, -3.55, -2.16], [-0.55, -0.65, 0.76], [0.65, -2.56, 0.77], [0.81, 1.06, 1.56], [2.15, 2.40, 0.04], [0.36, 0.55, 0.66], [-0.27, -0.63, -0.48], [-0.03, 0.92, 0.52], [-1.65, 1.01, 0.16], [0.28, 0.55, -1.93], [0.30, 0.56, -0.75], [0.00, 0.57, -2.06], [0.31, 0.54, -1.91], [4.68, 1.84, -0.13], [0.45, 0.28, 0.67], [-4.78, 2.26, 2.01], [-3.65, -2.16, 2.31], [1.50, -0.92, -0.07], [-0.70, -1.48, 1.13], [0.12, -0.46, 1.97], [0.64, 1.47, -1.12], [-0.92, -0.09, 0.06], [-0.43, -0.33, -0.64], [0.94, -0.21, 0.08], [-0.92, -0.08, 0.00], [-0.21, -0.51, 2.25], [-0.09, -0.84, -0.36], [-0.81, -1.02, -1.54], [-0.33, -0.49, 1.88], [0.85, 0.00, -0.05], [-0.14, 1.42, 1.44], [0.49, 0.93, 0.30], [-0.47, -0.86, -0.47], [0.26, 0.39, 0.00], [-0.03, -0.36, 0.18], [-0.32, 0.10, -0.30], [0.09, -0.62, 1.85], [-0.63, -0.13, 0.76], [-0.82, -0.25, 0.48], [-0.18, 1.26, -1.14], [1.07, -0.84, 0.43], [0.67, -0.88, -0.11], [0.77, 0.17, 0.62], [-1.22, 0.81, 0.20], [1.09, -0.35, 0.31], [1.54, -1.05, -0.37], [1.03, 0.19, -0.53], [0.03, 0.00, 0.41], [-0.03, 0.50, -2.15], [-0.12, 0.26, 0.23], [-0.86, -1.17, -1.35], [0.57, 1.26, -1.23], [0.03, 0.37, -0.19], [1.01, 0.16, -0.38], [-0.02, 0.03, -0.36], [0.10, 0.46, -1.84], [-0.58, 0.69, 0.25], [-1.31, 0.66, -0.63], [0.17, -0.05, -0.40], [-0.81, -0.07, -0.56], [-0.09, 0.66, -1.82], [0.24, -0.05, 0.28], [-0.96, -0.17, 0.45], [-0.21, -0.32, -0.01], [-0.30, 0.04, -0.29], [6.46, -7.18, -1.59], [-0.05, -0.52, 1.90], [-0.03, 0.14, -0.98], [-0.12, -0.39, 1.10], [-0.06, -0.51, 1.83], [0.66, -0.46, 2.45], [0.33, -0.07, 0.43], [-5.43, 7.18, 0.19], [-0.11, -0.76, -0.80], [-0.56, -1.30, 1.26], [0.88, 1.10, 1.31], [0.08, 0.77, 0.77], [-0.02, 0.08, 0.09], [-1.28, -1.85, -0.26], [0.03, 0.07, 0.00], [-2.36, -0.40, -0.86], [-0.04, 0.00, 0.05], [-0.38, -0.02, -0.02], [-0.02, -0.37, -0.14], [-0.05, -0.01, 0.04], [0.63, 1.30, -2.16], [-0.39, -0.01, -0.01], [0.24, 0.01, -0.35], [2.42, -2.26, 0.96], [-0.01, -0.02, -0.04], [-1.57, -1.25, 0.12], [-2.00, 1.51, 0.82], [2.06, -0.91, 1.40], [-0.17, -0.13, -0.31], [-0.15, -0.21, -0.28], [0.12, 0.24, -0.29], [-0.03, 0.00, 0.06], [0.48, 2.36, -0.17], [-0.05, 0.27, 0.25], [0.16, 0.64, -2.64], [0.40, 0.03, 0.02], [1.04, 2.10, 1.10], [0.05, 2.25, -1.77], [0.14, 0.24, 0.30], [0.87, -2.41, 0.40], [-2.19, -0.52, -1.61], [-0.01, 0.02, -0.02], [-0.01, 0.01, -0.07], [0.05, 0.01, -0.04], [-2.45, -0.20, 0.10], [0.13, 0.07, 0.31], [-0.12, -0.09, 0.29], [-0.05, 0.01, -0.03], [1.20, -0.75, -1.86], [1.32, -0.77, -1.56], [-0.12, 2.32, 1.01], [0.28, 0.05, 0.01], [-0.01, 0.00, 0.06], [-1.26, 1.60, 0.93], [-1.08, -2.22, 0.62]], "e_homo_ev": -9.2, "homo_lumo_gap_ev": 7.3, "spin_multiplicity": 1, "total_charge": 0, "energy_ev": -120084.6690}